Entry 1:
This record from the OMol25 dataset describes a molecular structure, C38H40FIrN4O3PSSi. The level of theory is the ωB97M-V functional and the def2-TZVPD basis.

Properties
Frontier orbital gap in eV: 6.42
Electronic energy in hartree: -3149.9136
2S+1: 1
LUMO energy in eV: -3.1
Molar mass in g mol⁻¹: 903.105
Net charge: +1

Positions of all 90 atoms, in Å:
Ir 0.67791 0.55174 -0.09720
C -1.04211 -0.38986 3.23451
Si 0.22462 0.97833 3.22643
C -0.44726 2.71106 3.10117
C 0.94079 0.90830 4.95217
N 1.32298 0.72573 1.89505
C 2.70366 0.61304 1.98747
C 3.44556 0.49894 3.18620
C 4.82719 0.40905 3.19975
C 5.58109 0.41132 2.03403
C 4.90484 0.50220 0.83085
C 3.53724 0.59583 0.87048
F 2.88097 0.68889 -0.36089
H -1.82991 -0.18549 3.96617
H -0.55263 -1.32148 3.53358
H -1.50640 -0.57537 2.27071
H -1.27112 2.87235 3.79921
H -0.79323 2.98012 2.10572
H 0.35575 3.40360 3.37107
H 0.10526 1.11009 5.63073
H 1.69931 1.66904 5.14146
H 1.34501 -0.07004 5.21987
H 2.91938 0.47335 4.11895
H 5.32821 0.32557 4.15589
H 6.65835 0.33383 2.05736
H 5.41674 0.48335 -0.12351
O 0.44427 -1.59540 -3.18922
C 0.10602 -0.49174 -2.81109
O 0.85361 0.32917 -2.12219
C -1.22059 0.08529 -3.17753
C -1.64860 0.03056 -4.49888
C -2.87043 0.57253 -4.85909
C -3.69090 1.13375 -3.88946
C -3.28038 1.16802 -2.56674
C -2.02741 0.67264 -2.20348
P -1.61824 0.54567 -0.43270
C -2.54356 -0.98203 -0.05402
C -3.89332 -0.94422 0.29896
C -4.60732 -2.12157 0.46595
C -3.99100 -3.34602 0.26403
C -2.66110 -3.39023 -0.12681
C -1.94188 -2.21616 -0.28991
C -2.57100 1.89410 0.32604
C -2.64105 3.13973 -0.30194
C -3.36223 4.17519 0.27086
C -4.03491 3.97724 1.46796
C -3.97383 2.74522 2.09751
C -3.23599 1.71334 1.53868
H -1.01473 -0.44974 -5.23319
H -3.19430 0.54166 -5.89111
H -4.65914 1.53376 -4.15957
H -3.94565 1.57581 -1.81754
H -4.40111 -0.00125 0.43488
H -5.65093 -2.07790 0.74864
H -4.55054 -4.26309 0.39391
H -2.18546 -4.34524 -0.31139
H -0.91705 -2.25949 -0.61337
H -2.13216 3.30248 -1.24107
H -3.40682 5.13563 -0.22548
H -4.60894 4.78301 1.90681
H -4.49153 2.58646 3.03468
H -3.19088 0.76686 2.04871
S 0.58755 2.88365 -0.35532
C 1.67183 3.05746 -1.72484
N 2.97253 3.28387 -1.46280
C 3.92437 3.46854 -2.39612
C 3.57807 3.44374 -3.71932
C 2.23971 3.22832 -4.05005
C 1.29416 3.03835 -3.06312
H 3.22919 3.28310 -0.48002
H 4.92810 3.63490 -2.03455
H 4.33315 3.58997 -4.47675
H 1.94158 3.20937 -5.09018
H 0.25576 2.85618 -3.29563
N 1.11633 -1.42944 0.11000
C 1.52713 -2.47203 -0.16804
N 2.04619 -3.65574 -0.34665
C 2.03342 -4.32512 -1.66191
C 0.95189 -5.38451 -1.65054
O 1.12210 -6.28249 -0.56621
C 1.06641 -5.62451 0.68488
C 2.15920 -4.57806 0.79846
H 3.01282 -4.78890 -1.78817
H 1.87431 -3.58441 -2.44088
H 0.99194 -5.97672 -2.56265
H -0.03408 -4.90406 -1.58812
H 1.19174 -6.38668 1.45196
H 0.08450 -5.14855 0.81776
H 3.14180 -5.04756 0.74179
H 2.08517 -4.01621 1.72786

Entry 2:
This record from the OMol25 dataset describes a molecular structure, C38H41AuN3O4P2Si2. The level of theory is the ωB97M-V functional and the def2-TZVPD basis.

Properties
Frontier orbital gap in eV: 6.24
Electronic energy in hartree: -3335.4424
2S+1: 1
LUMO energy in eV: 1.1
Molar mass in g mol⁻¹: 918.850
Net charge: -1

Positions of all 91 atoms, in Å:
Au 0.06495 -0.50923 0.84622
C 4.90215 -0.02201 -0.50396
Si 3.39649 -0.98259 0.06271
C 3.23320 -2.53991 -0.94360
C 3.60508 -1.41769 1.85827
N 1.94454 -0.07112 -0.19793
P 1.58942 1.49053 -0.24660
C 0.03127 1.58182 0.48556
P -1.62298 1.50515 -0.02030
N -2.02424 -0.02719 -0.02817
Si -3.40292 -1.02153 -0.26735
C -3.04390 -2.63840 0.57656
C -5.01281 -0.33478 0.42323
C -3.67725 -1.24740 -2.10421
C -2.20992 2.31547 -1.54811
C -3.55751 2.68375 -1.61868
C -4.10144 3.13974 -2.80966
C -3.30637 3.23819 -3.94528
C -1.97171 2.86856 -3.88804
C -1.42935 2.40024 -2.69742
C -2.50749 2.43744 1.27510
C -2.48997 3.83112 1.29618
C -3.12580 4.52301 2.31390
C -3.77629 3.82642 3.32707
C -3.79083 2.43976 3.31733
C -3.16117 1.74723 2.28990
C 2.70717 2.47400 0.80980
C 3.83006 3.15518 0.34436
C 4.73307 3.71742 1.23971
C 4.53600 3.58046 2.60554
C 3.42532 2.89354 3.08192
C 2.51577 2.34790 2.19085
C 1.88451 2.15086 -1.90983
C 1.81837 3.52228 -2.16354
C 2.02422 4.00469 -3.44609
C 2.29595 3.11838 -4.48263
C 2.35832 1.75404 -4.23654
C 2.15226 1.26824 -2.95120
H 5.73558 -0.71744 -0.64030
H 5.19639 0.72118 0.24236
H 4.73677 0.49719 -1.45399
H 4.05850 -3.22910 -0.73699
H 3.22173 -2.33596 -2.01906
H 2.29754 -3.03973 -0.67411
H 4.58836 -1.86286 2.03920
H 2.84964 -2.14387 2.16818
H 3.50965 -0.53270 2.49520
H -3.05595 -2.50604 1.66295
H -2.04983 -3.00544 0.30759
H -3.78138 -3.40709 0.32269
H -5.16177 -0.63699 1.46341
H -5.84580 -0.73014 -0.16607
H -5.06920 0.75678 0.38793
H -2.77896 -1.64055 -2.58864
H -3.92096 -0.28787 -2.57335
H -4.50360 -1.93927 -2.29525
H -4.18162 2.60881 -0.73659
H -5.14808 3.41430 -2.85359
H -3.73107 3.59592 -4.87517
H -1.34865 2.93206 -4.77203
H -0.39881 2.08299 -2.66815
H -1.97463 4.37441 0.51112
H -3.11667 5.60602 2.32036
H -4.26681 4.36718 4.12674
H -4.29356 1.89715 4.10830
H -3.16074 0.66322 2.27376
H 4.01599 3.24015 -0.71916
H 5.60062 4.24772 0.86608
H 5.25321 3.99954 3.30051
H 3.27114 2.77729 4.14720
H 1.64244 1.82004 2.55561
H 1.59793 4.20691 -1.35179
H 1.97410 5.06868 -3.64000
H 2.46330 3.49393 -5.48436
H 2.56655 1.06666 -5.04677
H 2.19082 0.20602 -2.73800
O -0.29157 -2.66734 7.65455
C 0.21549 -1.59027 7.29413
O 0.68303 -0.63538 7.94698
C 0.10063 -1.30810 5.78567
C -0.27772 -0.03830 5.34850
C -0.39207 0.21106 3.99813
N -0.12650 -0.73315 3.08925
C 0.25274 -1.95383 3.48376
C 0.36261 -2.28064 4.82429
C 0.53669 -2.95404 2.37626
O 0.97099 -4.05103 2.66132
O 0.27597 -2.55997 1.15699
H -0.45361 0.74259 6.07701
H -0.68525 1.18181 3.61026
H 0.65179 -3.28588 5.09653

Entry 3:
This record from the OMol25 dataset describes a molecular structure, C38H41BrIN2NiOP3. The level of theory is the ωB97M-V functional and the def2-TZVPD basis.

Properties
Frontier orbital gap (alpha / beta) in eV: 8.26 / 8.26
Electronic energy in hartree: -7061.1355
2S+1: 1
LUMO energy (alpha / beta) in eV: -5.5 / -5.5
Molar mass in g mol⁻¹: 900.182
Net charge: +2

Positions of all 88 atoms, in Å:
Ni 1.50036 0.17754 1.29227
C 4.55535 -1.03361 0.65299
P 3.04148 -0.42424 -0.13652
C 2.59198 -1.70254 -1.33145
C 3.55786 1.00406 -1.12713
C 4.37869 0.92789 -2.24887
C 4.70280 2.08665 -2.93873
C 4.21055 3.31888 -2.51529
C 3.39690 3.40046 -1.39512
C 3.07306 2.23820 -0.70060
P 2.06327 2.20066 0.80149
C 3.02379 3.13478 2.01869
C 0.58042 3.19383 0.52321
H 5.29483 -1.28874 -0.10698
H 4.33678 -1.92108 1.24766
H 4.96472 -0.25735 1.29903
H 3.41418 -1.91368 -2.01584
H 1.73809 -1.35634 -1.90692
H 2.33612 -2.62109 -0.80019
H 4.76394 -0.02505 -2.59134
H 5.33950 2.03299 -3.81179
H 4.46497 4.21714 -3.06212
H 3.01921 4.36423 -1.07340
H 3.24808 4.11825 1.60385
H 3.96179 2.61870 2.22540
H 2.46640 3.25219 2.94648
H 0.84683 4.24456 0.40620
H -0.07791 3.08754 1.38686
H 0.05926 2.83839 -0.36577
O -0.45518 -0.07541 0.33263
P -1.59918 -0.01417 -0.66221
C -3.02759 0.77980 0.07756
C -3.79828 0.04798 0.98521
C -4.83218 0.65928 1.67506
C -5.10205 2.00760 1.46501
C -4.33979 2.74128 0.56709
C -3.30470 2.12943 -0.12824
C -2.12857 -1.61010 -1.29608
C -1.13722 -2.54240 -1.60210
C -1.45932 -3.71513 -2.25801
C -2.78088 -3.96996 -2.61207
C -3.77418 -3.05667 -2.29768
C -3.45041 -1.87257 -1.64280
C -1.14678 0.88669 -2.15022
C -2.09293 1.25796 -3.10619
C -1.68308 1.86060 -4.28396
C -0.33157 2.08355 -4.52263
C 0.61501 1.70171 -3.58344
C 0.20354 1.10373 -2.39999
H -3.58804 -1.00420 1.14642
H -5.43539 0.08638 2.36783
H -5.91610 2.48369 1.99616
H -4.55750 3.78784 0.39971
H -2.71771 2.70668 -0.83359
H -0.11865 -2.35256 -1.30446
H -0.68608 -4.43572 -2.49526
H -3.03410 -4.88520 -3.13184
H -4.80211 -3.25672 -2.56946
H -4.22952 -1.15424 -1.41947
H -3.14702 1.06956 -2.93800
H -2.41709 2.15129 -5.02353
H -0.01984 2.55029 -5.44777
H 1.66910 1.86510 -3.77002
H 0.92838 0.79697 -1.65974
C -1.40356 1.13571 3.22390
C -0.04515 1.02672 3.80411
N 1.08089 0.79573 3.14367
C 2.09889 0.74947 4.08944
C 1.57768 0.96080 5.31906
N 0.22985 1.13674 5.11919
H -1.34370 0.96128 2.15440
H -1.83957 2.12044 3.40463
H -2.07347 0.39241 3.65948
H 3.12410 0.56245 3.81433
H 2.03122 0.99952 6.29409
H -0.45113 1.31670 5.84013
Br 2.19120 -5.19844 0.63098
C 0.38609 -4.72858 0.92533
C -0.59301 -5.62755 0.52386
C -1.93149 -5.33284 0.72772
C -2.30666 -4.13927 1.32371
C -1.33702 -3.23964 1.73260
C 0.00387 -3.53790 1.53509
I 1.39244 -2.25157 2.40885
H -0.29767 -6.55888 0.06020
H -2.68485 -6.04471 0.41690
H -3.35363 -3.91247 1.47925
H -1.61156 -2.31173 2.21903

Entry 4:
This record from the OMol25 dataset describes a molecular structure, C38H42AsIrN4P2SSe2. The level of theory is the ωB97M-V functional and the def2-TZVPD basis.

Properties
Frontier orbital gap (alpha / beta) in eV: 2.78 / 2.55
Electronic energy in hartree: -9915.1083
⟨S²⟩: 0.767
2S+1: 2
LUMO energy (alpha / beta) in eV: -10.8 / -11.1
Molar mass in g mol⁻¹: 1073.856
Net charge: +3

Positions of all 91 atoms, in Å:
Ir 0.13307 0.04019 0.27173
Se -1.03242 3.78550 5.99483
P -0.73734 1.65632 6.02589
C -2.26658 0.85223 6.55147
C -2.35244 0.13783 7.73978
C -3.53948 -0.51328 8.04537
C -4.62459 -0.42506 7.18711
C -4.54436 0.32646 6.02069
C -3.36722 0.97936 5.70438
C 0.64710 1.10256 7.04461
C 1.44679 2.02747 7.70788
C 2.53921 1.57768 8.43300
C 2.82252 0.22092 8.49612
C 2.00504 -0.70083 7.85465
C 0.91315 -0.26722 7.12135
C -0.45037 0.98100 4.36696
C -0.13202 1.41474 3.08870
N -0.05652 0.26140 2.35372
N -0.30682 -0.78271 3.09828
N -0.54372 -0.37862 4.30565
P 0.14076 2.97901 2.26196
Se 0.06764 2.64109 0.09788
C -1.23263 4.06172 2.64764
C -1.04513 5.39106 3.01345
C -2.15792 6.18760 3.22822
C -3.43314 5.66762 3.06123
C -3.61381 4.33756 2.69337
C -2.51349 3.53086 2.47990
C 1.75451 3.63580 2.72815
C 2.62734 4.10373 1.74436
C 3.87599 4.57952 2.10783
C 4.24692 4.59718 3.44518
C 3.37688 4.13084 4.42266
C 2.13072 3.64294 4.07116
H -1.51057 0.07398 8.41596
H -3.61458 -1.08505 8.95982
H -5.54948 -0.92451 7.44071
H -5.39966 0.41037 5.36414
H -3.28917 1.58173 4.80596
H 1.20665 3.08295 7.66441
H 3.16198 2.29003 8.95669
H 3.67904 -0.12310 9.05961
H 2.21127 -1.75956 7.93333
H 0.27755 -0.97646 6.60893
H -0.04853 5.79765 3.12882
H -2.03106 7.22160 3.51650
H -4.29639 6.30388 3.19852
H -4.61036 3.93835 2.56528
H -2.63896 2.49669 2.17585
H 2.32685 4.10279 0.70518
H 4.55722 4.93556 1.34749
H 5.21832 4.97752 3.72967
H 3.67277 4.14235 5.46230
H 1.45337 3.28170 4.83662
C 2.23533 -0.72210 -5.02909
N 2.84325 -0.36884 -3.72109
C 2.75682 1.09406 -3.47442
C 2.23816 -1.17067 -2.59533
C 2.88169 -0.81932 -1.27174
C 4.24988 -1.06483 -1.15666
C 4.95837 -0.65772 -0.04015
C 4.29011 0.00530 0.97734
C 2.92383 0.21478 0.88398
C 2.17890 -0.21660 -0.22503
H 2.71682 -0.16660 -5.83073
H 1.17682 -0.47018 -5.01168
H 2.34828 -1.78645 -5.22472
H 3.83671 -0.61299 -3.75366
H 1.71077 1.39137 -3.41903
H 3.24359 1.63597 -4.28185
H 3.24474 1.34389 -2.53646
H 2.39515 -2.22602 -2.82325
H 1.16663 -0.95761 -2.57560
H 4.77058 -1.58966 -1.95176
H 6.01961 -0.84885 0.03447
H 4.82739 0.36049 1.84550
H 2.44208 0.74055 1.70124
C -1.94778 -2.43987 -2.51279
As -2.70346 -0.71660 -2.04348
C -1.94925 0.70863 -3.13120
C -4.60069 -0.72552 -2.35532
S -2.27678 -0.27042 0.01065
H -1.93044 -2.57610 -3.59300
H -2.57273 -3.21057 -2.06129
H -0.94465 -2.52720 -2.09684
H -1.98181 0.46264 -4.19098
H -0.93023 0.91842 -2.80319
H -2.55284 1.59778 -2.94799
H -4.77932 -0.97879 -3.40027
H -5.00350 0.26404 -2.14375
H -5.08757 -1.45728 -1.71231

Entry 5:
This record from the OMol25 dataset describes a molecular structure, C38H42BrN2O2P2Y. The level of theory is the ωB97M-V functional and the def2-TZVPD basis.

Properties
Frontier orbital gap (alpha / beta) in eV: 5.59 / 5.59
Electronic energy in hartree: -5028.0646
2S+1: 1
LUMO energy (alpha / beta) in eV: 0.2 / 0.2
Molar mass in g mol⁻¹: 789.524
Net charge: 0

Positions of all 88 atoms, in Å:
Y 1.38620 -1.45479 -1.68479
C -2.30346 1.61554 0.12047
C -2.34321 0.96318 1.59501
P -0.86851 1.48573 2.63511
C -1.47525 3.15232 3.23667
C -0.73797 3.71283 4.32754
C -1.21474 4.90194 4.92594
C -2.35299 5.54528 4.47097
C -3.01787 4.99349 3.35168
C -2.60851 3.77482 2.78902
C -1.23441 0.39835 4.05352
C -1.73147 0.76272 5.31416
C -1.93953 -0.25386 6.30523
C -1.67365 -1.54079 5.99099
C -1.35118 -1.85939 4.64620
C -1.00544 -0.93701 3.73499
C -1.66667 0.67672 -0.94051
P -1.18673 1.65354 -2.43915
C -2.88922 1.94101 -3.14253
C -3.40068 3.20957 -3.09912
C -4.65540 3.42962 -3.64955
C -5.39099 2.38364 -4.15053
C -4.94656 1.07271 -4.06869
C -3.68307 0.84884 -3.62782
C -0.40179 0.26908 -3.51804
C 0.70525 0.77519 -4.18459
C 1.48886 0.00956 -5.05120
C 1.18801 -1.31584 -5.22716
C 0.07523 -1.90302 -4.57968
C -0.61698 -1.13697 -3.66805
H -1.88163 2.63409 0.20409
H -3.35105 1.72443 -0.16692
H -2.27574 -0.12410 1.54324
H -3.29595 1.29158 2.02483
H 0.20968 3.20511 4.66593
H -0.68208 5.35082 5.77102
H -2.68064 6.50997 4.85829
H -3.90781 5.52342 2.98858
H -3.21844 3.39054 1.99283
H -2.05479 1.66602 5.58312
H -2.48174 0.01997 7.20914
H -2.06100 -2.40444 6.61048
H -1.25175 -2.86106 4.28079
H -0.66688 -1.22552 2.73105
H -2.44643 -0.10118 -1.00564
H -0.76033 0.25017 -0.47382
H -2.95222 4.06831 -2.62246
H -5.08720 4.43417 -3.68290
H -6.40022 2.56617 -4.55461
H -5.64435 0.23970 -4.31707
H -3.24119 -0.15123 -3.58346
H 0.93500 1.83076 -4.05890
H 2.28187 0.45983 -5.63889
H 1.77315 -1.98327 -5.80982
H -0.23328 -2.95884 -4.79222
H -1.38590 -1.61930 -3.09598
C 3.07878 -0.55844 3.89428
C 3.28389 -0.02501 2.47627
C 4.34721 0.74306 2.03782
C 4.39879 1.17609 0.75683
C 3.40860 0.69077 -0.12266
Br 3.54643 0.95541 -1.95398
N 2.43098 -0.08836 0.22780
C 2.29772 -0.36230 1.52367
H 3.56586 0.02934 4.64219
H 3.46630 -1.58729 3.93063
H 2.02020 -0.61087 4.20803
H 5.07382 1.16541 2.74907
H 5.10990 1.89096 0.40815
H 1.42394 -0.87659 1.80831
C 4.92396 -3.76755 -1.82115
C 3.58642 -4.02988 -2.47047
C 3.21800 -5.52235 -2.19457
C 3.56447 -3.92632 -3.99379
C 2.56946 -3.13816 -1.88165
H 4.65280 -3.88376 -0.75863
H 5.35207 -2.74112 -2.03456
H 5.65785 -4.52620 -2.12574
H 2.50833 -6.08124 -2.77856
H 2.89557 -5.53949 -1.20910
H 4.16429 -6.15623 -2.19945
H 2.67875 -4.52089 -4.31911
H 4.44403 -4.36873 -4.40631
H 3.57261 -2.85467 -4.25910
H 2.29142 -3.50782 -0.89150
O -0.71055 -2.22796 -1.10390
N -0.67398 -2.41411 0.14472
O 0.46576 -2.24586 0.58964